Here is a cluster of 6 separate species, H12O6 in total at a distorted geometry from OMol25. Energies are from ωB97M-V/def2-TZVPD.

Structure (XYZ):
```
18
Properties=species:S:1:pos:R:3:forces:R:3
O 0.0115 2.2992 1.0181 -0.092 0.614 -0.273
H 0.3561 2.2930 0.0954 -0.130 -0.426 0.279
H 0.6793 2.8306 1.4737 -0.190 0.078 0.132
O 0.9053 0.0214 2.2865 0.442 -0.976 0.836
H 1.3414 0.7211 1.7923 -0.503 0.027 -0.399
H 0.0021 -0.0537 1.9675 0.093 0.530 -0.353
O -2.2281 0.1228 -0.1276 0.398 -0.394 0.113
H -3.1261 -0.2187 -0.1006 -0.246 0.400 0.267
H -2.1653 0.9955 0.2843 -0.124 0.004 -0.013
O 1.6564 -3.1664 0.5520 -0.925 0.554 0.078
H 0.9498 -2.5162 0.8031 1.117 -0.703 -0.180
H 1.9741 -3.5558 1.3719 -0.135 0.226 0.088
O -1.7166 -0.7009 -2.6635 -0.140 -0.202 -0.095
H -1.7798 -0.6233 -1.6930 0.214 0.245 -0.293
H -1.3193 -1.5581 -2.8417 0.087 0.016 0.070
O 1.3888 1.3725 -1.0467 0.133 0.303 0.751
H 1.0259 0.5858 -1.4757 0.065 0.059 -0.526
H 1.8485 1.9630 -1.6634 -0.066 -0.355 -0.482
```
Forces are in eV/Å.

Computed properties:
Net charge   -1
Molar mass   108.090 g/mol
2S+1   2
ΔE to the lowest compared entry with this formula, charge and spin   22.8 kcal/mol
LUMO level (spin up / spin down)   3.45 / 3.33 eV